9
Properties=species:S:1:pos:R:3 method="wB97M-V/def2-TZVPD" e_homo_ev=-8.778 orbital_gap_ev=7.92 spin_multiplicity=1 total_energy_ha=-284.0399 lumo_ev=-0.86
C 0.44 0.49 0.27
C -1.77 -0.49 0.03
C -0.79 0.62 -0.02
C 2.61 -0.60 -0.16
N 1.56 -0.02 0.15
O -2.93 -0.29 -0.17
H -1.20 -1.36 0.11
H -1.36 1.61 0.11
H 3.43 0.03 -0.31

=====

15
Properties=species:S:1:pos:R:3 method="wB97M-V/def2-TZVPD" smiles="CC/N=C/OC" e_homo_ev=-9.694 orbital_gap_ev=10.80 spin_multiplicity=1 total_energy_ha=-287.7794 lumo_ev=1.11
C 2.12 0.67 0.61
C 1.45 -0.18 -0.46
N 0.01 -0.03 -0.45
C -0.64 -0.82 0.29
O -1.97 -0.81 0.42
C -2.66 0.13 -0.40
H 1.84 0.32 1.61
H 3.21 0.63 0.53
H 1.80 1.72 0.53
H 1.76 -1.23 -0.33
H 1.81 0.13 -1.45
H -0.20 -1.61 0.91
H -3.72 0.01 -0.16
H -2.47 -0.09 -1.46
H -2.33 1.15 -0.19

=====

16
Properties=species:S:1:pos:R:3 method="wB97M-V/def2-TZVPD" e_homo_ev="-7.258 / -7.262" orbital_gap_ev="5.96 / 5.96" spin_multiplicity=1 total_energy_ha=-649.5148 lumo_ev="-1.30 / -1.30"
C 1.68 0.47 0.54
C -1.61 -0.61 -0.60
C 2.61 -0.12 -0.43
C -2.49 0.25 0.24
O 0.79 -0.21 1.09
O 0.56 -2.33 -0.29
P -0.35 -1.36 0.29
H 1.63 1.53 0.60
H -1.30 -0.49 -1.69
H 3.10 0.66 -1.17
H 2.02 -0.72 -0.98
H 3.44 -0.89 -0.02
H -2.50 1.24 0.00
H -2.29 0.36 1.35
H -3.63 0.06 0.14
H -0.96 -1.75 1.46

=====

17
Properties=species:S:1:pos:R:3 method="wB97M-V/def2-TZVPD" smiles=C[C@H](N)[C@@H](C)O e_homo_ev=-9.193 orbital_gap_ev=10.12 spin_multiplicity=1 total_energy_ha=-288.9920 lumo_ev=0.93
C 0.69 1.58 0.14
C -0.47 0.62 0.39
C -0.35 -0.67 -0.39
C -0.26 -0.45 -1.88
O 0.79 -1.41 0.09
N -0.63 0.30 1.83
H 1.62 1.02 0.16
H 0.57 2.10 -0.81
H 0.72 2.30 0.95
H -1.40 1.10 0.06
H -1.22 -1.27 -0.13
H -0.21 -1.38 -2.43
H -1.08 0.17 -2.23
H 0.66 0.11 -2.09
H 1.34 -1.62 -0.67
H -0.32 -0.65 1.99
H 0.01 0.87 2.37

=====

39
Properties=species:S:1:pos:R:3 method="wB97M-V/def2-TZVPD" e_homo_ev=-3.569 total_charge=-1 orbital_gap_ev=6.16 spin_multiplicity=1 total_energy_ha=-1064.3684 lumo_ev=2.59
C -5.69 -0.18 0.54
N -4.62 -0.57 -0.36
C -4.88 -1.79 -1.11
C -3.33 -0.01 -0.27
C -2.40 -0.48 0.68
C -1.13 0.07 0.75
C -0.73 1.12 -0.09
C 0.64 1.66 0.05
C 1.74 0.88 -0.19
C 3.12 1.46 -0.20
O 3.43 2.64 -0.17
C 4.03 0.28 -0.24
C 3.30 -0.91 -0.30
C 3.94 -2.14 -0.36
C 5.34 -2.17 -0.35
C 6.08 -0.97 -0.29
C 5.42 0.27 -0.22
C 1.83 -0.62 -0.30
O 0.95 -1.46 -0.39
C -1.68 1.61 -1.03
C -2.94 1.05 -1.13
H -5.38 0.69 1.12
H -6.59 0.08 -0.03
H -5.96 -0.99 1.23
H -3.99 -2.06 -1.68
H -5.14 -2.62 -0.44
H -5.72 -1.64 -1.80
H -2.68 -1.27 1.37
H -0.43 -0.28 1.50
H 0.76 2.72 -0.17
H 3.34 -3.04 -0.42
H 5.87 -3.12 -0.41
H 7.17 -1.00 -0.29
H 5.95 1.21 -0.17
H -1.38 2.42 -1.70
H -3.67 1.42 -1.86
N 1.03 2.13 2.12
N 1.81 2.58 2.92
N 2.60 3.05 3.72

=====

13
Properties=species:S:1:pos:R:3 method="wB97M-V/def2-TZVPD" smiles=C[C@@H]1NC1(O)O e_homo_ev=-9.389 orbital_gap_ev=10.22 spin_multiplicity=1 total_energy_ha=-323.6983 lumo_ev=0.83
C -0.21 0.70 -0.03
C -1.53 0.33 -0.60
C 0.81 -0.27 0.43
O 1.71 0.12 1.43
O 0.29 -1.63 0.54
N 1.09 0.23 -0.86
H 2.50 0.45 0.97
H 0.38 -1.90 1.47
H -0.19 1.68 0.42
H 0.79 -0.46 -1.54
H -1.88 1.11 -1.28
H -1.50 -0.61 -1.15
H -2.27 0.24 0.21